This record from the Open Molecules 2025 dataset describes a molecular structure, C19H14CrN3O8S2. The level of theory is ωB97M-V/def2-TZVPD.

Positions of all 47 atoms, in Å:
1 Cr 0.9027 -0.5527 0.1085
2 O -0.4731 4.4880 -1.9114
3 C 0.6256 4.6753 -1.1576
4 C 1.2075 5.9436 -1.1685
5 C 2.3438 6.1979 -0.4259
6 C 2.9280 5.1950 0.3438
7 C 2.3517 3.9408 0.3634
8 C 1.1979 3.6620 -0.3688
9 C 0.6374 2.2980 -0.3044
10 O 1.1046 1.4634 0.5243
11 N -0.4032 2.0314 -1.1068
12 N -0.7536 0.7459 -0.9242
13 C -1.8725 0.2827 -1.3011
14 C -2.1425 -1.0894 -0.8729
15 C -3.2059 -1.8298 -1.3705
16 C -3.4004 -3.1197 -0.9087
17 C -2.5272 -3.6303 0.0341
18 C -1.4839 -2.8300 0.4687
19 N -1.2956 -1.5827 0.0451
20 H -0.7363 3.5359 -1.8026
21 H 0.7476 6.7096 -1.7796
22 H 2.7863 7.1867 -0.4546
23 H 3.8308 5.3900 0.9068
24 H 2.7904 3.1286 0.9262
25 H -2.6175 0.8615 -1.8452
26 H -3.8543 -1.3947 -2.1203
27 H -4.2145 -3.7224 -1.2906
28 H -2.6232 -4.6388 0.4098
29 H -0.7514 -3.2092 1.1672
30 O 4.5721 -0.9427 -1.8502
31 S 3.4581 -0.1367 -1.4414
32 O 3.6225 1.2945 -1.5577
33 O 2.9354 -0.5192 -0.0949
34 C 2.0567 -0.5098 -2.5389
35 C 1.7186 0.5239 -3.4074
36 C 0.6619 0.4064 -4.2956
37 C -0.0771 -0.7636 -4.3280
38 C 0.2416 -1.8008 -3.4652
39 C 1.2955 -1.6934 -2.5631
40 S 1.4959 -3.1293 -1.4709
41 O 2.8172 -3.6561 -1.6337
42 O 0.4018 -4.0127 -1.8220
43 O 1.2594 -2.5498 -0.1087
44 H 2.2960 1.4360 -3.3525
45 H 0.4175 1.2352 -4.9479
46 H -0.9067 -0.8749 -5.0156
47 H -0.3314 -2.7169 -3.4649

Cartesian forces, eV/Å:
0.371 0.049 0.086
0.007 0.063 0.003
-0.042 -0.015 -0.006
0.014 0.032 0.009
-0.016 -0.026 -0.007
0.013 0.019 0.003
0.003 -0.026 -0.018
0.048 0.044 -0.035
-0.149 -0.068 0.190
0.045 -0.070 -0.065
0.046 0.063 -0.093
-0.020 -0.065 -0.013
0.000 0.155 -0.062
-0.011 -0.207 0.071
-0.037 0.052 -0.040
-0.011 -0.013 0.001
-0.016 -0.025 0.009
0.007 0.065 0.002
-0.054 -0.154 0.033
0.011 -0.025 -0.027
0.000 -0.002 0.002
0.001 0.000 0.002
-0.001 -0.001 0.002
0.001 -0.005 0.004
0.034 0.022 -0.002
0.005 0.000 0.002
0.000 0.005 -0.003
-0.003 0.003 -0.001
0.010 0.000 -0.005
-0.043 -0.023 -0.004
0.006 0.043 0.055
0.021 0.001 0.001
-0.146 0.048 -0.059
0.029 0.026 -0.006
0.002 0.001 -0.008
-0.009 -0.027 0.006
0.022 0.018 0.008
-0.009 0.001 -0.013
0.003 -0.065 -0.005
-0.112 -0.039 0.007
0.034 0.066 0.002
0.028 -0.010 0.012
-0.076 0.094 -0.040
-0.003 -0.002 0.005
-0.005 -0.004 -0.004
-0.001 0.009 -0.004
0.001 -0.004 0.008

Output
Multiplicity = 5
Frontier orbital gap (spin up / spin down) = 7.754 / 7.727 eV
Energy relative to the best compared isomer or geometry (same formula, charge and spin) = 0.0000 eV
Total charge = -1
Expectation value of S² = 6.010
Highest occupied orbital energy (spin up / spin down) = -5.72 / -5.82 eV